# C28H105N7O21

A cluster of 21 separate species, C28H105N7O21 in total at a distorted geometry (wB97M-V/def2-TZVPD, the Open Molecules 2025 dataset).

Last column: Löwdin spin population.
Atoms and positions in Å:
C -4.22528 -3.72037 4.01562  0.000
C -4.76330 -4.31807 2.66897  0.000
C -4.50518 -3.38434 1.42617  0.000
O -5.25770 -2.16155 1.42797  0.000
C -5.03130 -1.48206 0.19641  0.000
N -4.16298 -5.65536 2.56559  0.000
H -4.74544 -2.81542 4.32962  0.000
H -3.17504 -3.45138 3.90274  0.000
H -4.27734 -4.42129 4.84875  0.000
H -5.83584 -4.49146 2.75678  0.000
H -4.66075 -3.94182 0.50253  0.000
H -3.45062 -3.12301 1.51403  0.000
H -5.54699 -1.90833 -0.66409  0.000
H -3.95786 -1.49981 0.00797  0.000
H -5.33348 -0.43512 0.22286  0.000
H -4.22583 -6.20241 3.41229  0.000
H -3.18648 -5.40487 2.62712  0.000
C -1.56491 6.12467 4.41997  0.000
C -0.44599 5.16852 4.86682  0.000
C 0.02502 4.15647 3.78674  0.000
O -1.06023 3.32708 3.45562  0.000
C -0.71839 2.47797 2.39576  0.000
N 0.62143 5.98012 5.33527  0.000
H -2.05959 6.59053 5.27224  0.000
H -2.39782 5.71392 3.84933  0.000
H -1.16310 6.93806 3.81578  0.000
H -1.03789 4.68002 5.64085  0.000
H 0.78550 3.47426 4.16669  0.000
H 0.43675 4.76732 2.98335  0.000
H -1.48465 1.70469 2.45042  0.000
H 0.26326 2.02832 2.54502  0.000
H -0.82624 3.06953 1.48662  0.000
H 1.41660 5.35774 5.35648  0.000
H 0.87037 6.56013 4.54679  0.000
C 7.32931 0.73106 3.82389  0.000
C 5.85760 0.46940 3.85554  0.000
C 5.24222 1.46652 2.79910  0.000
O 3.82294 1.27211 2.68748  0.000
C 3.30189 2.02540 1.59639  0.000
N 5.51755 -0.91146 3.51256  0.000
H 7.57113 1.78933 3.92232  0.000
H 7.87977 0.38334 2.94971  0.000
H 7.76612 0.25234 4.70032  0.000
H 5.47861 0.60480 4.86852  0.000
H 5.62203 1.30107 1.79090  0.000
H 5.37533 2.52831 3.00639  0.000
H 2.23004 1.90304 1.75216  0.000
H 3.50735 1.55932 0.63272  0.000
H 3.57558 3.07842 1.66221  0.000
H 5.67465 -0.86712 2.51584  0.000
H 4.51869 -0.97641 3.37778  0.000
C 0.28040 2.48004 -0.62020  0.000
C 0.82556 2.08039 -1.99292  0.000
C 0.26710 0.72383 -2.45173  0.000
O 0.45720 -0.28875 -1.50697  0.000
C -0.56106 -1.34204 -1.46873  0.000
N 0.64060 3.14124 -2.92827  0.000
H -0.79277 2.66176 -0.67828  0.000
H 0.75024 3.32963 -0.12467  0.000
H 0.35730 1.61467 0.03807  0.000
H 1.90168 2.00934 -1.83473  0.000
H 0.78913 0.46499 -3.37292  0.000
H -0.79056 0.87415 -2.66819  0.000
H -0.37274 -2.00704 -2.31160  0.000
H -1.58266 -0.96281 -1.49340  0.000
H -0.30228 -1.90523 -0.57210  0.000
H 1.22368 3.90069 -2.60679  0.000
H -0.29937 3.50916 -2.89401  0.000
C 4.98594 -0.69064 -4.34390  0.007
C 3.89055 -0.85301 -3.29659  0.006
C 3.29504 -2.29683 -3.33611  0.106
O 2.58532 -2.42273 -4.54852  0.603
C 1.99639 -3.72070 -4.74723  0.065
N 4.37372 -0.37039 -2.01450  -0.001
H 4.70384 -0.86327 -5.38251  0.002
H 5.87713 -1.27124 -4.10561  0.000
H 5.27782 0.35844 -4.39232  0.000
H 3.10432 -0.18705 -3.65217  0.001
H 2.75358 -2.46000 -2.40428  0.049
H 4.17287 -2.92916 -3.20315  0.049
H 2.50236 -4.57344 -4.29455  0.008
H 1.85102 -3.92586 -5.80783  0.013
H 0.97566 -3.63743 -4.37403  0.042
H 3.69074 -0.67937 -1.33761  0.000
H 5.11243 -1.01421 -1.76977  0.000
C -3.75179 -6.20831 -3.88639  0.000
C -3.45189 -5.30457 -2.66595  0.000
C -1.90620 -5.26823 -2.32448  0.000
O -1.57194 -4.76841 -1.02136  0.000
C -1.74491 -5.72575 0.03445  0.000
N -3.84203 -3.93804 -2.89534  0.000
H -4.77518 -6.14906 -4.25688  0.000
H -3.47217 -7.25144 -3.73881  0.000
H -3.08396 -5.98052 -4.71719  0.000
H -3.96724 -5.77104 -1.82635  0.000
H -1.41673 -4.58263 -3.01620  0.000
H -1.40746 -6.22403 -2.48506  0.000
H -1.77426 -4.98146 0.83023  0.000
H -0.90790 -6.42394 0.04144  0.000
H -2.69009 -6.26760 0.06792  0.000
H -3.74701 -3.44283 -2.02021  0.000
H -4.84499 -3.95835 -3.01257  0.000
C -1.08644 0.03753 6.86253  0.000
C -1.85065 -0.68273 5.75529  0.000
C -0.92571 -0.74041 4.51083  0.000
O -1.60244 -1.30779 3.40091  0.000
C -0.71952 -1.46259 2.34145  0.000
N -2.39232 -1.93518 6.24647  0.000
H -0.19077 -0.48979 7.19086  0.000
H -1.66740 0.23028 7.76443  0.000
H -0.68680 0.92164 6.36580  0.000
H -2.75578 -0.09716 5.59418  0.000
H -0.08343 -1.37418 4.78833  0.000
H -0.55718 0.25800 4.27532  0.000
H -1.05047 -2.27313 1.69214  0.000
H 0.24388 -1.73149 2.77465  0.000
H -0.67244 -0.53249 1.77507  0.000
H -2.63903 -2.38375 5.37582  0.000
H -1.65571 -2.58947 6.46875  0.000
O -2.37660 3.85239 -4.62699  0.000
H -3.21793 3.84954 -5.08348  0.000
H -1.81137 3.29518 -5.16203  0.000
O -3.59028 3.50290 -0.02826  0.000
H -3.65217 3.72634 0.90043  0.000
H -3.63974 4.34459 -0.48142  0.000
O 1.61091 5.65433 0.32742  0.000
H 2.42028 5.17066 0.16243  0.000
H 1.32656 5.94864 -0.53788  0.000
O 1.09544 6.52150 -2.17892  0.000
H 0.37010 6.11167 -2.65025  0.000
H 0.92443 7.46096 -2.24526  0.000
O 2.36029 1.89145 -4.97875  0.000
H 2.84667 2.46020 -5.57557  0.000
H 1.70299 2.46423 -4.58366  0.000
O 2.28534 -1.46078 -0.07402  0.026
H 1.90229 -2.33634 -0.12783  -0.001
H 1.65563 -0.89543 -0.52131  0.000
O 4.22737 2.19258 -2.72158  0.000
H 4.42708 1.32815 -2.36224  0.000
H 3.52430 2.03403 -3.35149  0.000
O -2.32070 -1.99611 -4.18400  0.001
H -2.62418 -2.85028 -3.87657  0.000
H -2.69988 -1.37033 -3.56687  0.000
O 3.80059 4.11080 -0.59856  0.000
H 4.68075 4.47997 -0.52596  0.000
H 3.86914 3.46305 -1.29994  0.000
O -4.12750 -0.24091 -2.66878  0.000
H -3.68191 0.59293 -2.51910  0.000
H -5.02879 -0.08545 -2.38641  0.000
O -1.22412 5.80064 -3.39985  0.000
H -1.90769 5.85973 -2.73241  0.000
H -1.44913 5.01956 -3.90533  0.000
O 1.00995 -4.17506 -0.76836  0.003
H 1.39487 -4.99531 -1.07698  0.000
H 0.06803 -4.34432 -0.74896  0.000
O 1.12339 -0.29092 -6.23467  0.020
H 1.80220 -0.91633 -6.48828  -0.001
H 1.56734 0.31952 -5.64602  0.000
O -3.19443 2.23221 -2.36476  0.000
H -2.88945 2.93658 -2.93667  0.000
H -3.44183 2.67314 -1.55198  0.000

The charge is +1. The spin multiplicity is 2. The expectation value of S² is 0.75.

# C4H5F

The molecule C4H5F at a distorted geometry (wB97M-V/def2-TZVPD, the Open Molecules 2025 dataset).

Last column: Mulliken charge in e.
Atoms and positions in Å:
C -0.96007 -0.34411 1.74278  -1.094
C -0.24481 -0.08403 0.51441  0.425
C 0.25028 -0.01796 -0.61762  0.014
C 1.07572 0.35981 -1.73556  -0.349
F 0.32458 1.38506 -2.36792  -0.270
H -0.83820 -1.41284 2.24995  0.263
H -0.89367 0.39269 2.53415  0.287
H -2.08225 -0.44089 1.46269  0.253
H 2.03429 0.72636 -1.50025  0.238
H 1.33413 -0.56409 -2.28263  0.233

As for the SMILES: CC#CCF. The energy above the lowest of the compared OMol25 structures with the same formula, charge and spin comes out at 32.53 kcal/mol.

# C39H101F3N8O11Pd

A structure of composition C39H101F3N8O11Pd at a distorted geometry (wB97M-V/def2-TZVPD, the Open Molecules 2025 dataset).

Last column: Löwdin spin population.
Atoms and positions in Å:
Pd 31.81390 -27.48479 17.58038  0.001
C 35.69985 -23.20798 18.35933  0.064
O 35.67583 -22.27320 17.21301  0.010
O 35.15564 -24.41215 17.81578  0.874
C 37.16437 -23.21018 19.01747  0.012
F 37.70072 -24.32823 19.56624  0.002
F 38.09663 -22.83935 18.09416  0.003
F 37.29800 -22.18359 19.93878  0.000
C 35.37152 -20.92560 17.54359  0.001
C 35.69561 -20.12910 16.25541  0.000
H 35.06902 -20.58036 15.48610  0.000
H 35.24923 -19.15569 16.45869  0.000
H 36.74137 -19.93252 16.01909  0.000
H 35.90436 -20.56896 18.42505  0.001
H 34.32968 -20.69896 17.77015  0.000
H 34.97476 -22.91050 19.11686  0.034
C 27.02891 -23.72257 15.44255  0.011
C 28.42825 -23.36317 15.79308  0.055
C 28.60955 -22.53511 17.06272  0.055
O 29.27186 -24.48981 15.99855  0.864
H 26.89994 -24.22428 14.48351  0.000
H 26.54652 -22.74951 15.35006  0.001
H 26.50061 -24.34713 16.16292  0.000
H 28.76481 -22.72539 14.97572  0.005
H 28.06972 -21.59090 16.99086  0.009
H 29.65309 -22.25761 17.21141  0.000
H 28.26516 -23.04613 17.96181  0.000
C 30.31761 -25.87438 8.42168  0.000
C 29.61879 -26.21465 9.80393  0.000
C 28.88680 -27.59732 9.85742  0.000
O 27.75914 -27.59393 9.07591  0.000
C 27.25736 -28.89036 8.84420  0.000
N 30.80423 -26.20616 10.74564  0.000
H 29.61379 -25.75036 7.59867  0.000
H 31.02497 -26.68726 8.25744  0.000
H 30.95452 -24.98991 8.40893  0.000
H 28.87720 -25.48846 10.13680  0.000
H 28.78404 -28.06961 10.83439  0.000
H 29.54097 -28.35572 9.42729  0.000
H 26.32067 -28.77285 8.29930  0.000
H 27.00128 -29.34528 9.80105  0.000
H 27.95623 -29.60542 8.41019  0.000
H 30.51838 -26.27776 11.71170  0.000
H 31.02497 -27.16302 10.50944  0.000
C 25.99940 -17.32032 21.71312  0.000
C 26.66270 -17.96033 22.93061  0.000
C 26.00513 -17.45416 24.28537  0.000
O 26.80397 -17.93663 25.37156  0.000
C 26.09068 -17.99750 26.58049  0.000
N 26.56303 -19.37309 22.81826  0.000
H 25.78596 -16.27538 21.93813  0.000
H 25.24129 -17.92358 21.21368  0.000
H 26.77263 -17.15674 20.96247  0.000
H 27.70048 -17.64662 22.81788  0.000
H 24.96516 -17.77972 24.26161  0.000
H 25.91869 -16.37031 24.20864  0.000
H 25.65195 -17.00881 26.71503  0.000
H 26.84140 -18.01318 27.37060  0.000
H 25.37809 -18.81863 26.50263  0.000
H 27.23096 -19.69094 22.13055  0.000
H 26.88325 -19.68504 23.72394  0.000
C 21.43936 -14.63009 16.00463  0.000
C 21.50770 -15.10232 14.55354  0.000
C 21.53270 -16.64956 14.49711  0.000
O 21.48792 -17.11747 13.15939  0.000
C 21.75261 -18.41871 12.83564  0.000
N 20.51312 -14.37017 13.81688  0.000
H 22.33213 -14.94175 16.54678  0.000
H 20.54711 -15.00157 16.50860  0.000
H 21.49282 -13.54445 16.08611  0.000
H 22.50196 -14.76375 14.26213  0.000
H 20.61602 -16.96982 14.99233  0.000
H 22.38624 -17.08784 15.01430  0.000
H 21.37199 -19.18111 13.51531  0.000
H 22.83133 -18.57488 12.82683  0.000
H 21.28539 -18.58266 11.86459  0.000
H 19.56221 -14.36946 14.15726  0.000
H 20.46960 -15.06335 13.08360  0.000
C 28.24635 -15.95704 13.93626  0.000
C 28.55251 -16.19411 12.42677  0.000
C 28.87878 -17.64046 12.05517  0.000
O 29.16203 -17.91176 10.68821  0.000
C 29.04461 -19.23589 10.20472  0.000
N 27.37633 -15.64307 11.62069  0.000
H 28.08677 -16.92103 14.41933  0.000
H 27.30246 -15.43570 14.09560  0.000
H 29.00937 -15.36418 14.44065  0.000
H 29.48415 -15.71441 12.12672  0.000
H 28.02134 -18.22902 12.38151  0.000
H 29.77438 -17.87358 12.63107  0.000
H 29.57083 -19.59775 9.32140  0.000
H 28.00036 -19.54754 10.22756  0.000
H 29.49488 -19.85114 10.98370  0.000
H 26.54945 -16.19809 11.78897  0.000
H 27.52133 -15.87991 10.64962  0.000
C 20.49898 -28.43957 15.55950  0.000
C 19.30581 -29.33739 16.05074  0.000
C 17.98263 -28.69482 15.79352  0.000
O 16.83267 -29.55828 15.69218  0.000
C 15.56758 -28.88744 15.54858  0.000
N 19.50534 -30.53098 15.16726  0.000
H 21.45291 -28.96680 15.57192  0.000
H 20.73847 -27.52958 16.10965  0.000
H 20.41768 -28.06838 14.53788  0.000
H 19.42363 -29.58845 17.10487  0.000
H 18.04976 -28.14476 14.85488  0.000
H 17.87804 -27.87400 16.50304  0.000
H 14.83249 -29.69138 15.58628  0.000
H 15.42909 -28.24683 14.67763  0.000
H 15.39398 -28.17532 16.35533  0.000
H 18.74702 -31.16925 15.36132  0.000
H 19.20459 -30.22207 14.25390  0.000
C 27.97249 -27.94736 21.62097  0.000
C 28.85202 -28.40257 20.49770  0.000
C 27.89158 -28.87187 19.31419  0.000
O 28.89220 -29.43043 18.37734  0.000
C 28.15545 -29.98703 17.30551  0.000
N 29.62769 -27.19634 20.20013  0.000
H 27.49332 -26.98803 21.42560  0.000
H 28.61866 -27.75588 22.47765  0.000
H 27.23406 -28.66912 21.97009  0.000
H 29.52576 -29.19139 20.83227  0.000
H 27.38837 -28.02443 18.84864  0.000
H 27.22118 -29.66077 19.65522  0.000
H 27.71193 -29.08992 16.87357  0.000
H 27.41551 -30.77374 17.45279  0.000
H 28.84709 -30.42204 16.58406  0.000
H 30.15408 -26.87509 21.00001  0.000
H 28.89074 -26.51400 20.09328  0.000
C 22.44384 -21.90586 18.95514  0.000
C 21.41237 -21.59399 20.12340  0.000
C 20.06090 -22.21598 19.92785  0.000
O 19.19755 -21.48632 19.15983  0.000
C 18.92072 -20.13334 19.55224  0.000
N 22.10402 -22.19549 21.26653  0.000
H 22.55377 -22.95746 18.69027  0.000
H 23.32137 -21.28034 19.11872  0.000
H 22.03585 -21.35523 18.10752  0.000
H 21.49737 -20.51412 20.24485  0.000
H 19.58472 -22.18356 20.90780  0.000
H 20.15474 -23.23889 19.56323  0.000
H 19.69619 -19.52728 19.08380  0.000
H 18.96692 -19.92308 20.62077  0.000
H 17.97128 -19.82132 19.11716  0.000
H 21.48568 -22.39780 22.03907  0.000
H 22.75106 -21.48773 21.58356  0.000
C 22.50137 -24.47898 9.77263  0.000
C 21.55850 -25.46095 9.06933  0.000
C 20.09851 -24.91605 8.86875  0.000
O 19.51835 -24.85135 10.18530  0.000
C 18.28537 -24.33633 10.13193  0.000
N 22.40488 -25.69142 7.88930  0.000
H 21.92245 -24.09965 10.61469  0.000
H 22.74831 -23.56375 9.23460  0.000
H 23.40108 -24.98625 10.12089  0.000
H 21.67248 -26.33962 9.70418  0.000
H 19.52666 -25.68398 8.34781  0.000
H 20.12317 -23.97639 8.31691  0.000
H 18.01913 -24.02929 11.14334  0.000
H 17.46155 -25.00759 9.88936  0.000
H 18.28233 -23.36221 9.64288  0.000
H 23.32599 -25.90748 8.24283  0.000
H 22.63707 -24.83157 7.41302  0.000

The spin multiplicity is 3. The expectation value of S² is 2.01.

Respective E values: -84154.650; -6943.806; -88138.213 eV.
Respective molar mass values: 876.2; 72.1; 1021.7 g mol⁻¹.